Version 1
20
Properties=species:S:1:pos:R:3 method="wB97M-V/def2-TZVPD" smiles="C=CCCCNC[O-]" spin_multiplicity=1 total_charge=-1 gap_ev=6.2 homo_energy_ha=-0.0948
O 1.209 -1.948 2.687
N -0.006 -0.307 1.507
C 1.167 2.458 -1.902
C 0.552 1.501 -1.196
C -0.502 -1.200 0.387
C -1.185 -0.227 -0.694
C -0.087 0.247 -1.736
C 0.193 -1.206 2.839
H 0.180 -0.576 3.783
H -1.298 -1.979 0.836
H -1.968 -0.807 -1.188
H -0.847 -1.732 2.609
H -0.699 0.372 -2.684
H -1.725 0.723 -0.094
H 0.633 -0.506 -1.818
H 1.328 2.340 -2.904
H 1.500 3.385 -1.456
H 0.222 -1.879 -0.088
H 0.409 1.534 -0.104
H 0.922 -0.190 1.215

=====

Version 2
20
Properties=species:S:1:pos:R:3 method="wB97M-V/def2-TZVPD" spin_multiplicity=1 total_charge=-1 gap_ev=5.9 homo_energy_ha=-0.0843
O -0.022 2.446 -1.861
N -0.857 -2.530 1.703
C -0.938 -1.620 0.692
C 0.094 0.280 1.863
C -0.598 0.447 -0.651
C 0.750 0.213 -1.452
C -0.436 -0.407 0.609
C 1.024 1.680 -2.061
H -0.248 1.268 2.066
H 1.267 0.346 1.789
H -1.356 -2.013 -0.187
H 1.563 -0.045 -0.773
H -1.649 0.364 -1.147
H 0.639 -0.504 -2.321
H 2.133 2.024 -1.738
H -1.760 -2.504 2.373
H -0.750 1.596 -0.658
H 1.278 1.748 -3.211
H -0.043 -2.535 2.270
H -0.092 -0.254 2.695

=====

version 1 takes first place; second place is 0.543 eV up.